1.
{"formula": "C5H5NO", "method": "ωB97M-V/def2-TZVPD", "elements": ["O", "C", "C", "C", "C", "C", "N", "H", "H", "H", "H", "H"], "positions_angstrom": [[2.11, -0.70, 1.39], [1.25, 0.03, 1.79], [0.06, 0.23, 1.06], [-1.26, 0.01, -1.04], [-0.17, -0.41, -0.14], [0.08, 0.14, -1.90], [0.66, 0.41, -2.85], [1.33, 0.57, 2.75], [-0.67, 0.89, 1.50], [-1.65, 0.99, -0.90], [-1.94, -0.74, -1.41], [0.20, -1.41, -0.24]], "lowdin_charge": [0.041, -0.324, -0.063, -0.020, -0.184, -0.225, 0.194, 0.118, 0.101, 0.112, 0.116, 0.136], "e_lumo_ha": -0.0336, "homo_lumo_gap_ev": 8.460, "e_above_lowest_kcal_mol": 82.8, "e_tot_ev": -8799.8281}



2.
{"formula": "C5H5NO", "method": "ωB97M-V/def2-TZVPD", "elements": ["N", "C", "C", "C", "C", "C", "O", "H", "H", "H", "H", "H"], "positions_angstrom": [[1.12, -1.55, -2.20], [0.94, -1.15, -1.13], [0.72, -0.71, 0.23], [-0.69, -0.69, 0.78], [0.03, 0.60, 0.53], [-0.46, 1.53, -0.54], [0.26, 2.14, -1.30], [1.52, -0.98, 0.91], [-1.48, -0.97, 0.09], [-0.84, -1.02, 1.81], [0.43, 1.13, 1.39], [-1.56, 1.66, -0.57]], "lowdin_charge": [0.159, -0.185, -0.221, -0.061, -0.207, -0.225, 0.084, 0.144, 0.122, 0.110, 0.151, 0.130], "e_lumo_ha": 0.0151, "homo_lumo_gap_ev": 10.837, "e_above_lowest_kcal_mol": 36.0, "e_tot_ev": -8801.8565}



3.
{"formula": "C5H5NO", "method": "ωB97M-V/def2-TZVPD", "elements": ["C", "C", "O", "C", "C", "C", "N", "H", "H", "H", "H", "H"], "positions_angstrom": [[0.50, 0.29, 1.52], [-0.13, -0.37, 0.30], [-0.96, -1.40, 0.78], [-0.90, 0.59, -0.52], [-1.51, 1.36, -1.21], [1.69, -1.45, -1.26], [0.91, -0.94, -0.54], [1.15, 1.11, 1.22], [-0.30, 0.67, 2.15], [1.08, -0.45, 2.07], [-1.38, -1.81, 0.01], [-2.04, 2.06, -1.83]], "lowdin_charge": [-0.004, -0.633, 0.027, -0.047, 0.148, 0.053, 0.010, 0.096, 0.097, 0.096, 0.117, 0.039], "e_lumo_ha": 0.0274, "homo_lumo_gap_ev": 11.731, "e_above_lowest_kcal_mol": 72.1, "e_tot_ev": -8800.2909}



4.
{"formula": "C5H5NO", "method": "ωB97M-V/def2-TZVPD", "elements": ["N", "C", "C", "C", "C", "C", "O", "H", "H", "H", "H", "H"], "positions_angstrom": [[0.33, -2.18, 2.27], [0.19, -1.42, 1.41], [0.03, -0.52, 0.31], [-1.14, -0.23, -0.51], [-0.08, 1.22, -0.23], [1.07, 0.24, -0.49], [-0.15, 1.21, 1.13], [-1.08, -0.51, -1.56], [-2.13, -0.28, -0.06], [-0.28, 2.13, -0.81], [1.23, -0.13, -1.50], [2.00, 0.49, 0.03]], "lowdin_charge": [0.190, -0.115, -0.254, 0.025, -0.323, -0.047, -0.071, 0.102, 0.108, 0.137, 0.123, 0.126], "e_lumo_ha": -0.0267, "homo_lumo_gap_ev": 8.642, "e_above_lowest_kcal_mol": 111.7, "e_tot_ev": -8798.5770}



5.
{"formula": "C5H5NO", "method": "ωB97M-V/def2-TZVPD", "elements": ["O", "C", "C", "C", "C", "C", "N", "H", "H", "H", "H", "H"], "positions_angstrom": [[0.83, 0.60, 0.72], [0.49, 1.00, -0.55], [1.96, -0.09, 0.67], [2.88, -0.85, 0.49], [-0.95, 0.89, -0.67], [-1.41, -0.51, -0.31], [-1.90, 0.62, 0.42], [3.69, -1.51, 0.32], [-1.36, 1.33, -1.57], [-0.70, -1.18, 0.17], [-2.11, -0.99, -1.01], [-1.42, 0.69, 1.31]], "lowdin_charge": [-0.080, 0.076, -0.235, 0.132, -0.310, -0.110, 0.048, 0.034, 0.121, 0.113, 0.112, 0.098], "e_lumo_ha": -0.0001, "homo_lumo_gap_ev": 9.120, "e_above_lowest_kcal_mol": 154.0, "e_tot_ev": -8796.7397}



6.
{"formula": "C5H5NO", "method": "ωB97M-V/def2-TZVPD", "elements": ["C", "C", "C", "O", "C", "C", "N", "H", "H", "H", "H", "H"], "positions_angstrom": [[-1.94, 0.87, -0.14], [-0.79, 0.81, -0.51], [0.50, 0.17, -0.76], [1.66, 0.97, -0.66], [0.67, -0.99, 0.28], [-0.18, -0.78, 1.46], [-0.95, -0.51, 2.29], [-2.94, 0.84, 0.23], [0.42, -0.26, -1.77], [1.42, 1.89, -0.85], [0.41, -1.96, -0.17], [1.72, -1.04, 0.58]], "lowdin_charge": [0.129, -0.092, -0.387, -0.020, -0.097, -0.232, 0.156, 0.049, 0.146, 0.099, 0.126, 0.123], "e_lumo_ha": 0.0216, "homo_lumo_gap_ev": 10.951, "e_above_lowest_kcal_mol": 64.4, "e_tot_ev": -8800.6267}